No. 1
The following is a quantum chemistry calculation of a cluster of 9 separate species, C24H69N15O12 in total in a non-equilibrium geometry, from the OMol25 dataset.

Summary:
F_max = 0.0827 Eh/bohr
Energy above the lowest of the compared OMol25 structures with the same formula, charge and spin = 15.5 kcal per mole
DFT total energy = -72929.64653 eV
Total charge = 0
E_HOMO = -8.57 eV

```
120
Properties=species:S:1:pos:R:3:forces:R:3:lowdin_charge:R:1
O 12.18709 10.46486 11.63556 -0.39 1.09 0.72 -0.2294
O 11.74901 19.54697 16.75095 -0.11 -1.01 -0.30 0.0199
O 7.24663 18.82950 12.92166 0.24 2.68 -0.77 0.0065
O 12.65093 16.73929 7.47308 0.40 1.07 1.58 0.0481
O 14.96897 18.84364 11.24536 -0.38 -0.33 -0.61 0.0049
O 13.83485 15.66571 11.45657 -3.31 -0.20 -0.09 -0.2460
O 12.14452 19.65372 8.06924 0.48 0.25 0.87 -0.2264
O 10.85429 17.56069 12.47110 -0.05 -0.18 0.81 -0.0318
O 6.96686 20.71665 7.52445 -0.21 -0.74 1.21 -0.2018
O 11.41172 22.81184 11.55415 0.25 -0.49 -0.25 -0.1846
O 9.05008 22.44988 15.94182 0.79 1.75 0.79 0.0269
O 14.14436 25.04272 9.00574 -0.48 0.75 -0.54 -0.2215
N 11.39430 20.38029 14.67338 -0.37 -2.81 0.61 0.1306
N 14.21348 18.89847 13.36963 -0.62 0.64 0.69 0.1958
N 11.72158 17.62402 10.40223 1.78 -1.76 0.18 0.2154
N 8.52732 21.59464 13.95056 -0.60 -0.78 -0.51 0.1670
N 15.25362 20.76096 12.35645 -0.85 0.10 0.75 0.1505
N 5.88973 17.10348 12.73763 -1.37 -2.14 -0.19 0.1660
N 10.02955 18.92901 10.91704 -2.86 3.14 -0.18 0.2211
N 8.03400 20.47718 15.97316 -0.32 -0.81 -0.30 0.1600
N 10.97971 15.23277 8.34487 1.68 0.45 -3.39 0.1527
N 9.47915 18.78318 7.77750 0.47 0.82 -0.58 -0.0571
N 11.74473 15.34938 6.05702 -0.98 -0.81 0.37 0.1397
N 10.91953 17.96100 15.28230 1.35 0.90 1.61 0.1516
N 8.03255 16.91068 13.57478 0.23 -2.74 0.57 0.1944
N 11.77968 25.61892 11.05494 0.58 1.54 -0.65 -0.0376
N 12.38450 13.30239 10.72153 -0.32 1.63 0.43 -0.0878
C 13.10298 14.86450 12.42063 0.58 -0.30 -1.53 -0.1556
C 5.69856 21.27970 7.83550 -0.14 -0.87 -0.97 -0.1182
C 12.25573 22.14976 10.64342 -0.47 -2.03 -1.14 -0.1183
C 13.16389 13.39706 11.94822 -0.05 0.11 -0.17 -0.1832
C 8.54373 21.56393 15.30723 0.21 -0.96 0.42 -0.7336
C 8.06259 18.56425 7.65931 -0.25 -1.68 -1.20 -0.2530
C 13.25920 9.57564 11.57031 -0.50 -1.42 -0.23 -0.1329
C 11.84703 15.86233 7.33825 -1.22 -1.78 0.11 -0.6092
C 15.31007 24.26632 8.87029 -0.16 0.03 0.34 -0.1188
C 12.51112 12.11572 9.91708 -1.03 0.59 -0.50 -0.2142
C 11.00402 24.76058 10.19612 0.90 -0.51 -1.31 -0.2421
C 15.16624 15.82605 11.66165 1.87 -0.58 0.11 -0.1439
C 14.72308 19.48441 12.25208 1.70 -0.15 -0.49 -0.6605
C 10.86844 18.05107 11.33556 1.31 -1.34 -0.21 -0.7012
C 11.43997 19.60510 6.86617 2.20 0.72 -2.03 -0.2865
C 11.64592 10.96492 10.40696 1.28 -0.63 1.17 -0.1898
C 10.02830 19.97305 6.98438 -1.59 -1.35 2.21 -0.1480
C 10.39937 23.61079 10.96540 0.31 0.80 0.13 -0.2189
C 7.07338 17.63850 13.03580 0.08 0.80 0.68 -0.7419
C 11.38325 19.25089 15.62742 -0.21 2.07 -0.32 -0.5932
C 14.15282 26.00671 10.05959 -0.62 -0.85 -0.09 -0.2072
C 7.15556 19.52588 8.33958 0.64 1.30 0.43 -0.2074
C 13.60205 19.61097 7.99203 -1.23 0.34 0.36 -0.0460
C 12.73154 26.53229 10.34194 -0.04 -1.61 -0.23 -0.1691
H 9.71454 23.08576 10.29688 0.07 -0.52 0.07 0.1201
H 7.89910 19.62036 15.44735 -0.02 0.15 0.21 0.0770
H 12.86775 8.72427 10.95702 0.84 0.09 0.40 0.0922
H 10.10161 19.36779 10.01150 0.01 -0.27 -0.18 0.0859
H 10.78486 20.22653 13.87267 0.14 0.24 0.19 0.0552
H 12.26563 25.06256 11.73167 0.30 -0.25 0.33 0.0943
H 6.18724 19.04102 8.58932 0.48 0.42 -0.13 0.1267
H 10.65203 11.30869 10.63489 -0.34 0.45 0.24 0.1149
H 11.30192 14.46648 5.84986 0.04 0.11 0.15 0.0901
H 9.92135 20.86241 7.62494 -0.15 -0.11 -0.38 0.1207
H 10.68653 15.84491 9.08177 -0.15 0.24 0.40 0.0576
H 14.77781 26.88699 9.83072 0.15 -0.41 -0.02 0.1238
H 8.21660 20.79918 13.39766 0.01 0.36 0.17 0.0642
H 8.95334 17.26856 13.53179 0.96 0.58 -0.14 0.0484
H 13.44865 15.10819 13.41470 0.47 -0.39 0.43 0.1134
H 7.98055 15.91258 13.46758 0.08 -0.16 0.11 0.1096
H 12.28716 26.86856 9.40415 -0.12 -0.13 -0.01 0.1206
H 12.45897 17.09924 10.84934 0.44 -0.39 -0.36 0.0794
H 12.08333 15.21330 12.36890 -0.44 0.06 -0.14 0.0987
H 10.25768 25.32077 9.61660 -0.08 0.00 0.42 0.1249
H 11.66905 24.30360 9.41873 -0.46 0.17 0.23 0.1115
H 13.44648 9.23861 12.61060 -0.11 0.10 -0.66 0.0955
H 5.19931 17.77883 12.49022 -0.39 0.09 -0.05 0.1023
H 11.47017 18.59250 6.46198 0.36 -0.08 -0.38 0.1054
H 12.73883 12.68714 12.64866 0.19 0.03 0.41 0.1114
H 11.50310 10.08605 9.77856 0.40 0.16 -0.82 0.1134
H 9.41735 19.33666 11.60418 -0.29 -0.04 -0.09 0.0941
H 12.69846 14.09918 10.14604 -0.46 -0.53 0.27 0.0948
H 13.58660 11.88122 9.85113 -0.30 -0.52 -0.73 0.1191
H 4.98992 20.49329 7.54663 -0.50 0.42 0.11 0.0852
H 13.97669 19.94145 7.02480 -0.15 -0.43 -0.31 0.0872
H 11.16504 21.21831 15.20479 0.04 -0.15 -0.21 0.0753
H 14.22604 9.90974 11.15079 -0.51 0.37 -0.02 0.0830
H 15.09148 23.45048 8.16172 0.17 0.48 0.14 0.0905
H 9.86816 23.98889 11.82838 -0.45 0.16 0.12 0.1169
H 14.19407 13.10720 11.68435 0.20 0.04 0.64 0.1177
H 13.94859 20.36453 8.69143 0.10 -0.09 0.38 0.0694
H 11.98518 12.51121 9.02705 0.98 -0.80 -0.54 0.1132
H 7.88091 17.53991 7.99919 -0.11 0.13 0.63 0.1173
H 15.33180 15.68827 12.72763 0.72 0.24 0.28 0.0887
H 12.92679 27.40776 10.90710 -0.24 0.93 0.91 0.0905
H 12.65692 21.21721 11.06451 -0.15 0.36 0.60 0.0740
H 15.76479 15.06038 11.11247 -0.18 0.40 0.30 0.0972
H 15.46236 23.82832 9.85438 0.65 -0.37 0.17 0.0665
H 11.98874 18.03399 9.52170 -0.49 0.66 -0.06 0.0712
H 11.39350 17.29739 15.91393 -0.66 0.49 -0.36 0.1101
H 8.35052 20.37957 16.94114 -0.16 0.17 -0.79 0.1165
H 7.69919 19.88186 9.23747 -0.68 -0.38 0.13 0.1235
H 9.99143 17.92448 7.48586 -0.63 1.02 0.21 0.0968
H 13.11558 22.67363 10.25282 0.17 0.89 0.10 0.0662
H 10.28238 14.68865 7.82462 0.03 0.48 1.02 0.0889
H 14.51284 25.47360 10.95720 0.18 0.45 0.03 0.1205
H 16.21175 24.84165 8.56529 -0.53 -0.25 0.08 0.0963
H 7.72692 18.45176 6.61447 0.06 0.48 -0.23 0.1230
H 13.92160 18.61680 8.30228 0.28 0.15 -0.32 0.0729
H 11.72624 21.72405 9.74695 0.00 0.71 0.56 0.0928
H 9.04125 22.35830 13.55182 -0.05 -0.04 -0.19 0.0897
H 5.58878 16.15867 13.02096 0.41 1.11 -0.30 0.1240
H 5.46979 21.58431 8.85940 0.65 -0.12 0.24 0.0895
H 12.51087 15.59738 5.46705 0.26 0.12 -0.17 0.0965
H 15.66505 21.12683 11.51205 -0.29 -0.21 -0.07 0.0926
H 10.95547 17.65139 14.33640 0.11 0.25 -1.06 0.0083
H 14.66448 21.40125 12.85720 0.14 0.44 0.26 0.0863
H 13.83607 17.98844 13.23905 -0.21 -0.63 -0.52 0.0780
H 15.41875 16.83111 11.32970 0.33 -0.17 0.13 0.0629
H 13.66793 19.40482 14.05554 0.27 0.47 -0.11 0.0772
H 5.59328 22.12382 7.18413 -0.23 0.51 -0.29 0.0783
H 9.47579 20.11258 6.03966 0.47 -0.07 0.17 0.1299
H 11.94874 20.30107 6.16086 -0.22 -0.43 0.03 0.1351
```
Forces are in eV/Å.



No. 2
The following is a quantum chemistry calculation of a structure of composition C24H47Br15Li2O3 in a non-equilibrium geometry, from the OMol25 dataset.

Summary:
F_max = 0.0809 Eh/bohr
DFT total energy = -1082841.56287 eV
Total charge = 0
E_HOMO = -9.39 eV

```
91
Properties=species:S:1:pos:R:3:forces:R:3:lowdin_charge:R:1
Br -7.33088 1.77427 -0.58312 -0.39 -0.09 -1.03 0.6279
Br -3.48249 0.80192 -6.67219 -0.21 -0.51 -0.10 0.6196
Br -6.64674 0.80931 -3.88489 -0.37 1.64 -0.70 0.5875
Br -4.74165 -3.99510 -0.14462 -0.18 -0.51 -0.39 0.6043
Br -7.78316 2.22888 2.42772 0.32 -0.32 0.23 0.5886
Br -5.15928 6.84911 -0.19943 -0.06 -0.19 0.06 0.5884
Br -6.16515 -1.68144 1.43750 -0.70 0.05 0.51 0.6346
Br -5.16253 3.34412 1.03968 -0.11 -0.60 0.10 0.5575
Br -7.41923 -1.57583 -2.11099 -0.33 -0.04 0.95 0.5575
Br -7.33328 7.01558 -2.47237 -0.26 0.05 0.04 0.6039
Br -2.73696 3.13904 -4.85271 -0.16 0.71 0.49 0.6122
Br -5.06170 4.88995 -2.72178 0.21 -0.16 0.04 0.5317
Br -0.96327 0.60580 -4.78244 0.40 -0.41 0.10 0.6223
Br -3.09457 -2.14473 1.70241 0.59 0.33 0.27 0.6177
Br -5.36044 -1.89142 -4.23016 1.39 -0.99 -1.04 0.6059
O -2.37654 1.67673 -1.42317 1.93 -0.11 -0.16 -0.2499
O -2.38111 -0.54499 -1.42411 0.96 -1.77 0.08 -0.0893
O -4.28621 0.66765 -1.19858 1.07 -0.63 0.67 -0.2678
C 0.53024 1.76015 1.03971 1.60 -2.69 0.68 -0.2103
C 5.11703 -1.47827 3.82120 -1.80 -0.50 -0.81 -0.1217
C 4.14887 1.47731 -3.25564 0.61 0.86 1.14 -0.2307
C -4.58632 -2.23301 0.53644 0.00 0.44 -0.64 -1.6814
C 0.40090 1.59277 2.58762 -0.37 2.35 -0.69 -0.2173
C 5.05543 -2.27475 2.48008 0.32 -0.62 0.22 -0.2429
C 1.57827 -4.76421 1.23536 -1.33 0.21 -1.70 -0.1165
C 1.37642 -3.73263 2.33805 -0.62 2.16 -0.89 -0.2688
C 2.67849 -3.29044 2.95688 1.68 -1.62 -0.87 -0.2432
C -0.88281 1.19902 4.64636 0.75 -0.91 0.45 -0.2468
C -2.77349 1.24383 -4.96180 0.79 0.59 -1.12 -1.6137
C -0.81730 0.89741 3.16955 0.22 -0.16 -0.98 -0.2705
C 2.65138 -1.85071 -1.99379 -1.00 -0.35 1.50 -0.1090
C 0.45764 0.33165 0.42987 -0.53 0.93 1.55 -0.1044
C 3.60005 -2.53454 1.97226 0.18 -1.08 -1.21 -0.2325
C -1.10741 -0.08765 5.51896 -0.40 1.91 1.40 -0.0911
C -6.46770 1.84129 1.06574 0.28 0.96 0.51 -1.5813
C 4.05396 0.08679 -2.65371 0.95 0.02 -0.29 -0.2585
C -6.19350 5.85477 -1.46859 -0.29 -0.71 -0.04 -1.6413
C 6.61281 1.33378 -3.84908 0.27 -2.20 -0.90 -0.1272
C 2.66396 -0.46965 -2.63431 -0.33 0.56 0.60 -0.3053
C -2.96939 0.52219 -1.28777 -3.23 2.52 -0.74 -0.9456
C -5.96066 -0.66520 -2.95416 -0.92 -0.62 -0.28 -1.6840
C 5.55801 1.98614 -3.00377 0.79 0.99 0.07 -0.2988
Li -3.96471 2.54749 -1.45274 -0.33 -0.09 0.21 0.4750
Li -0.91479 0.35815 -2.10267 -0.26 0.31 0.31 0.5755
H 2.26091 -4.57954 0.38451 0.49 0.31 1.05 0.0667
H 3.15371 -4.24970 3.28585 0.20 0.73 -0.10 0.1275
H 0.13799 1.57492 4.86810 -0.73 0.07 0.48 0.0991
H 6.05408 0.97252 -4.73803 0.80 0.35 -0.11 0.0773
H 3.98756 1.33561 -4.31262 -0.37 0.55 -0.52 0.1046
H -1.74696 1.13935 2.67140 -0.26 0.33 -0.28 0.1106
H 0.89143 -2.76411 1.94448 0.33 -1.44 0.23 0.1188
H 2.23571 -0.51570 -3.64920 0.16 0.06 0.20 0.1085
H 5.68756 3.05796 -3.19896 -0.58 -0.02 0.07 0.1070
H -0.52455 -0.10010 0.71761 0.76 -0.20 -0.58 0.0698
H -6.79425 5.05107 -0.99355 0.43 0.86 -0.06 -0.0372
H 1.25241 1.04677 3.01388 0.21 0.36 -0.32 0.1139
H 0.64963 0.34965 -0.62736 -0.02 -0.19 -0.58 0.0122
H 4.68053 -0.51996 -3.33727 -0.10 -0.11 0.54 0.1227
H 6.11581 -1.23908 4.05972 1.15 1.08 -0.04 0.0422
H 3.61496 -3.07173 0.96948 0.40 0.16 1.31 0.0931
H 5.59405 -3.26918 2.71794 -0.98 1.27 -0.66 0.1238
H 0.39818 2.64487 2.98979 0.31 -0.89 -0.08 0.1218
H 5.66951 -1.79075 1.67091 -0.65 -0.28 0.77 0.1015
H 4.54105 0.04229 -1.63928 -0.62 0.04 -0.80 0.1340
H -5.17410 -0.28318 -2.30867 -0.03 -0.30 0.58 -0.0734
H 7.09511 0.40019 -3.46949 -0.59 0.60 0.22 0.0814
H 7.45944 1.94985 -4.13014 -0.16 0.38 -0.15 0.0640
H 4.36394 -0.63792 3.87111 1.16 -0.59 -0.13 0.0897
H 3.17235 -1.83034 -0.95167 -0.61 -0.19 -1.98 0.0861
H -0.66164 -0.13833 2.94852 -0.12 -1.02 0.22 0.0738
H 1.74951 -5.74238 1.64176 0.34 -0.51 0.19 0.0636
H 1.57000 2.06294 0.81420 -0.58 0.58 0.14 0.1093
H 0.68835 -4.12326 3.09302 0.10 -0.04 -0.09 0.1058
H -1.09558 0.12161 6.64893 0.33 -0.15 -1.61 0.0891
H -5.94306 0.90200 1.22854 0.01 0.31 0.21 -0.0949
H -2.07410 -0.53870 5.37229 -0.41 -0.22 -0.45 0.0519
H 1.30228 -0.14143 0.92785 -0.19 -0.88 -0.28 0.0637
H 3.51237 2.28733 -2.81553 -0.23 -1.10 -0.39 0.1268
H -0.18150 2.34882 0.53546 -0.94 1.22 -0.08 0.0788
H -3.32428 0.82176 -4.17092 -0.83 -0.46 0.79 -0.0631
H 3.05222 -1.64549 1.63765 0.35 0.55 0.56 0.0841
H 3.08159 -2.61127 -2.69851 -0.24 0.62 0.92 0.0899
H 2.61115 -2.68667 3.81877 -0.63 0.67 1.16 0.0816
H -1.60208 2.01993 4.69930 0.03 -0.18 0.92 0.1092
H 5.77427 1.86154 -1.95100 0.07 0.04 0.43 0.0986
H -4.49044 -1.52828 -0.29794 0.40 -0.26 0.31 -0.0513
H -0.33689 -0.79785 5.26841 0.28 -0.31 0.03 0.0546
H 4.88615 -2.15191 4.63523 -0.57 -0.29 0.22 0.0553
H 1.57783 -2.12691 -1.75923 1.13 -0.08 -0.33 0.0789
H 2.09256 0.32022 -2.07061 0.01 -1.01 -0.29 0.0934
H 0.67504 -4.84792 0.59852 -0.17 -0.12 0.77 0.0748
```
Forces are in eV/Å.